Record 1
An isolated molecule of C24H48ClI2N2O5P, computed with wB97M-V/def2-TZVPD.

Each line ends with the Mulliken charge.
Element x y z (Å)
C1 3.7608 -4.1725 3.9983  -1.21
C2 3.8270 -2.7647 3.2763  0.06
C3 4.5905 -2.7637 1.8753  -0.63
O1 3.8113 -2.3352 0.7557  -0.35
C4 3.6075 -0.9022 0.8272  -0.03
O2 3.1056 -0.3585 -0.3831  -0.45
C5 2.2464 0.7771 -0.1825  0.01
N1 2.2164 1.4762 -1.4992  -0.38
C6 2.7003 1.8027 0.9201  -1.22
I1 4.8151 2.3921 0.5949  0.12
C7 1.8954 3.2150 0.9232  -0.08
C8 0.7686 3.3228 2.0481  -0.75
I2 3.3169 4.8460 1.4195  0.01
C9 0.7308 0.1725 -0.0030  0.89
Cl1 0.3378 0.0503 1.7767  -0.15
C10 -0.3740 1.1799 -0.6253  0.24
C11 -0.8034 0.8468 -2.1088  0.30
C12 -1.9896 1.8124 -2.6091  0.02
C13 -3.3669 1.5178 -1.8613  -1.08
C14 -1.5638 3.3493 -2.6635  -0.63
C15 -2.6875 4.3942 -2.2432  -0.90
C16 -2.8321 4.6014 -0.6896  -0.30
C17 -3.8656 4.1176 0.1156  0.52
C18 -3.5416 3.7274 1.6315  -1.03
C19 -5.3486 3.8750 -0.3537  -1.16
O3 0.7081 -0.9971 -0.7866  0.02
C20 -0.0878 -2.1126 -0.4360  0.03
C21 -0.1299 -2.9985 -1.7932  -1.10
N2 -0.9417 -4.2112 -1.7162  -0.11
C22 -1.9274 -4.3788 -2.7939  -0.76
C23 0.5656 -3.1171 0.6440  -0.36
O4 1.4073 -4.0976 0.0324  -0.24
C24 1.6683 -5.2071 0.9057  -0.61
P1 -1.9126 -1.8360 -0.0238  0.48
O5 -2.8650 -1.8226 -1.2236  -0.65
H1 3.0225 -4.8948 3.5462  0.20
H2 3.4030 -3.9865 5.0622  0.36
H3 4.7519 -4.7025 4.0842  0.32
H4 4.3980 -2.0691 3.9746  0.35
H5 2.7943 -2.3296 3.1357  0.06
H6 5.5799 -2.2118 1.9824  0.36
H7 4.8785 -3.8457 1.6626  0.41
H8 4.6461 -0.4834 1.0622  0.16
H9 2.9824 -0.7217 1.7480  0.08
H10 3.1592 1.7865 -1.7567  0.39
H11 2.0250 0.7019 -2.1579  0.33
H12 2.7303 1.4019 1.9819  0.41
H13 1.5274 3.5077 -0.1101  0.56
H14 -0.2289 3.1671 1.5493  -0.08
H15 0.8499 4.3292 2.5464  0.55
H16 1.0082 2.5342 2.8280  0.17
H17 -1.3286 1.1416 -0.0024  0.01
H18 -0.0440 2.2529 -0.6062  -0.65
H19 -1.1726 -0.2004 -2.2867  -0.61
H20 0.0306 1.0154 -2.8674  0.14
H21 -2.1675 1.4967 -3.6908  0.61
H22 -4.2246 2.1265 -2.2903  0.35
H23 -3.2900 1.5894 -0.7414  -0.13
H24 -3.6287 0.4388 -2.1223  0.42
H25 -1.3136 3.5861 -3.7508  0.35
H26 -0.6382 3.6082 -2.0730  0.13
H27 -3.6815 4.1843 -2.7553  0.28
H28 -2.3576 5.4006 -2.6713  0.46
H29 -2.0520 5.2373 -0.1715  0.39
H30 -3.1841 2.6465 1.6385  0.10
H31 -4.4930 3.7598 2.2350  0.39
H32 -2.7584 4.4468 2.0023  0.29
H33 -6.0666 4.6908 -0.0611  0.33
H34 -5.7100 2.9131 0.1437  0.30
H35 -5.4380 3.6879 -1.4647  0.29
H36 0.9193 -3.1593 -2.2065  0.38
H37 -0.6268 -2.3023 -2.5514  0.36
H38 -1.2838 -4.4585 -0.7942  0.29
H39 -1.6898 -3.7550 -3.7153  0.29
H40 -2.9788 -4.0745 -2.4902  0.21
H41 -1.9822 -5.4495 -3.1569  0.33
H42 -0.2880 -3.6666 1.1692  0.68
H43 1.1704 -2.5865 1.4342  0.00
H44 1.0616 -5.1655 1.8577  0.35
H45 1.5444 -6.1799 0.3490  0.28
H46 2.7730 -5.1432 1.1811  0.05
H47 -2.1741 -0.6926 0.7870  0.02
H48 -2.2971 -2.9737 0.7841  0.16



Record 2
A cluster of 5 separate species, C24H27N5O4 in total, computed with wB97M-V/def2-TZVPD.

Each line ends with the Mulliken charge.
Element x y z (Å)
N1 -3.1023 -1.4914 1.8691  -0.41
C1 -4.2642 -0.6387 1.4386  -0.41
O1 -5.4164 -1.1471 2.1671  -0.25
C2 -6.4067 -0.1535 2.3551  0.46
O2 -6.4192 0.6074 3.3506  -0.51
C3 -7.6374 0.0441 1.3194  -0.34
C4 -8.8355 -0.9876 1.6138  0.47
O3 -9.9140 -0.5565 2.0596  -0.51
O4 -8.6387 -2.3901 1.3968  -0.45
H1 -2.4401 -0.9270 2.4219  0.22
H2 -2.6472 -1.9304 1.0527  0.25
H3 -4.3393 -0.7400 0.3055  0.22
H4 -3.9761 0.4332 1.7069  0.30
H5 -8.0921 1.0829 1.3886  0.28
H6 -7.2658 -0.2037 0.2617  0.28
H7 -8.9647 -2.7885 2.2443  0.35
N2 -0.7678 -1.3772 -0.0770  -0.41
C5 0.4882 -1.6488 0.3181  -0.20
C6 1.5580 -0.7882 0.1301  -0.77
C7 1.3235 0.4218 -0.5054  0.11
C8 0.0369 0.7273 -0.9256  -0.66
C9 -0.9660 -0.1974 -0.6881  -0.15
H8 0.6221 -2.6079 0.8075  0.53
H9 2.5493 -1.0580 0.4716  0.37
H10 2.1355 1.1206 -0.6721  0.43
H11 -0.1814 1.6628 -1.4254  0.37
H12 -1.9892 -0.0021 -0.9949  0.37
N3 0.4769 -3.8305 2.9639  -0.31
C10 0.9500 -4.8709 3.6685  -0.31
C11 0.1724 -5.6503 4.5093  -0.39
C12 -1.1735 -5.3378 4.6356  -0.31
C13 -1.6887 -4.2667 3.9203  -0.51
C14 -0.8292 -3.5511 3.1031  0.30
H13 2.0081 -5.0738 3.5391  0.36
H14 0.6078 -6.4801 5.0518  0.36
H15 -1.8148 -5.9236 5.2850  0.37
H16 -2.7339 -3.9939 3.9947  0.42
H17 -1.1859 -2.7082 2.5215  0.08
N4 3.1470 0.6497 -3.4929  -0.33
C15 2.3846 -0.0320 -4.3625  -0.25
C16 2.3430 0.2299 -5.7225  -0.46
C17 3.1312 1.2588 -6.2171  -0.33
C18 3.9275 1.9812 -5.3403  -0.25
C19 3.9015 1.6391 -3.9974  -0.06
H18 1.7837 -0.8245 -3.9276  0.38
H19 1.7102 -0.3553 -6.3781  0.36
H20 3.1251 1.4952 -7.2756  0.36
H21 4.5546 2.7911 -5.6917  0.35
H22 4.5094 2.1723 -3.2725  0.26
N5 5.4278 3.6391 -1.4902  -0.40
C20 6.1691 4.4591 -2.2520  -0.05
C21 6.5521 5.7337 -1.8672  -0.56
C22 6.1439 6.1940 -0.6240  -0.13
C23 5.3753 5.3682 0.1832  -0.52
C24 5.0479 4.1085 -0.2916  -0.19
H23 6.4610 4.0556 -3.2164  0.37
H24 7.1536 6.3507 -2.5228  0.34
H25 6.4223 7.1865 -0.2873  0.36
H26 5.0389 5.6950 1.1590  0.35
H27 4.4519 3.4249 0.3043  0.39

* energy above the lowest of the compared OMol25 structures with the same formula, charge and spin: 115.9 kcal/mol
* SMILES: NCOC(=O)CC(=O)O.c1ccncc1.c1ccncc1.c1ccncc1.c1ccncc1



| no. | E (eV) | Kohn-Sham gap (eV) | HOMO level (Ha) |
| --- | --- | --- | --- |
| 1 | -76889.350 | 7.2466 | -0.2844 |
| 2 | -40964.210 | 10.1207 | -0.3478 |